Entry 1:
Entry from OMol25: a molecular structure, C47H34CaIN16P (the ωB97M-V functional and the def2-TZVPD basis).

The gap between HOMO and LUMO (spin up / spin down) comes out at 0.18468 / 0.19258 Ha. The energy above the lowest of the compared OMol25 structures with the same formula, charge and spin comes out at 0.0 kcal/mol. Its LUMO energy (spin up / spin down) is -0.0085 / -0.0085 Eh. Its molar mass is 1020.9 g mol⁻¹. The total energy is -4004.123445 Eh.

CARTESIAN COORDINATES (ANGSTROEM)
Ca1 -0.21 0.30 -0.20
C1 5.22 -5.63 3.90
C2 5.49 -4.64 4.85
C3 4.79 -3.44 4.85
C4 3.84 -3.26 3.87
C5 2.84 -2.22 3.63
N1 2.30 -2.43 2.33
C6 2.51 -3.78 1.99
N2 1.98 -4.59 1.15
C7 1.35 -4.19 -0.01
C8 0.39 -4.95 -0.79
C9 -0.37 -6.09 -0.55
C10 -1.24 -6.52 -1.54
C11 -1.35 -5.83 -2.75
C12 -0.60 -4.70 -3.01
C13 0.28 -4.25 -2.02
C14 1.17 -3.11 -1.91
N3 1.60 -2.26 -2.84
C15 2.19 -1.19 -2.27
N4 1.69 -0.68 -1.09
C16 2.68 -0.13 -0.41
N5 2.40 0.47 0.80
C17 1.66 0.00 1.75
N6 1.10 0.93 2.62
C18 0.64 0.43 3.75
N7 2.21 -1.45 4.42
C19 0.95 -1.10 3.75
C20 -0.15 -1.80 4.55
C21 -1.41 -2.17 4.34
C22 -2.24 -2.05 3.07
C23 -0.11 -2.08 1.82
C24 1.21 -1.46 2.22
C25 3.88 -0.11 -1.20
C26 5.17 0.37 -0.96
C27 6.11 0.21 -1.96
C28 5.79 -0.44 -3.16
C29 4.53 -0.93 -3.40
C30 3.54 -0.74 -2.42
N8 1.77 -3.14 -0.66
C31 3.57 -4.24 2.92
C32 4.25 -5.44 2.93
H1 5.78 -6.56 3.93
H2 6.26 -4.82 5.59
H3 4.98 -2.68 5.59
H4 -0.28 -6.63 0.39
H5 -1.84 -7.41 -1.37
H6 -2.04 -6.20 -3.51
H7 -0.68 -4.17 -3.95
H8 0.21 -1.94 5.56
H9 -1.94 -2.59 5.19
H10 -3.13 -1.46 3.29
H11 -0.16 -3.11 2.14
H12 5.42 0.85 -0.02
H13 7.12 0.58 -1.80
H14 6.56 -0.57 -3.91
H15 4.29 -1.45 -4.32
H16 4.02 -6.20 2.19
C33 -5.10 1.58 -3.28
N9 -3.99 0.77 -2.80
C34 -3.82 -0.56 -3.05
C35 -2.68 -0.93 -2.40
N10 -2.16 0.15 -1.74
C36 -2.97 1.17 -2.00
P1 -2.77 2.90 -1.46
C37 -2.58 2.73 0.34
N11 -1.65 2.03 0.99
C38 -1.80 2.32 2.32
C39 -2.83 3.20 2.47
N12 -3.32 3.46 1.22
C40 -4.39 4.39 0.91
C41 -1.02 3.16 -1.91
N13 -0.01 2.37 -1.59
C42 1.11 2.94 -2.11
C43 0.77 4.10 -2.75
N14 -0.58 4.23 -2.62
C44 -1.38 5.33 -3.13
H17 -5.69 0.97 -3.96
H18 -4.73 2.45 -3.82
H19 -5.73 1.91 -2.46
H20 -4.50 -1.12 -3.67
H21 -2.21 -1.90 -2.35
H22 -1.14 1.90 3.07
H23 -3.25 3.67 3.34
H24 -4.94 4.60 1.82
H25 -5.08 3.95 0.18
H26 -4.00 5.32 0.51
H27 2.08 2.49 -1.99
H28 1.36 4.83 -3.27
H29 -0.74 5.95 -3.76
H30 -1.77 5.94 -2.32
H31 -2.20 4.96 -3.73
I1 -3.76 -4.68 3.68
C45 -2.68 -3.36 2.47
C46 -2.46 -3.69 1.20
N15 -1.84 -2.86 0.25
N16 -1.06 -1.77 0.72
C47 -1.35 -1.34 2.10
H32 -2.79 -4.63 0.77
H33 -1.31 -3.38 -0.44
H34 -1.29 -0.26 2.24

Entry 2:
Entry from OMol25: a molecular structure, C47H34F9N4O13Tb in a non-equilibrium geometry (the ωB97M-V functional and the def2-TZVPD basis).

The net charge is -2. The expectation value of S² is 12.037. The gap between HOMO and LUMO (spin up / spin down) comes out at 0.23458 / 0.23517 Ha. Its spin multiplicity is 7. Its LUMO energy (spin up / spin down) is 0.1255 / 0.1255 Eh. Its molar mass is 1192.7 g mol⁻¹. The total energy is -4732.121106 Eh.

CARTESIAN COORDINATES (ANGSTROEM)
Tb1 0.46 0.20 1.15
O1 -2.56 3.05 -2.13
C1 -2.00 2.45 -1.25
O2 -0.70 2.41 -1.03
C2 -2.71 1.75 -0.13
C3 -4.06 1.44 -0.16
C4 -4.66 0.97 1.00
C5 -3.89 0.84 2.14
C6 -2.53 1.15 2.07
N1 -1.96 1.58 0.96
C7 -1.57 1.07 3.29
O3 -2.07 0.82 4.38
O4 -0.37 1.32 3.00
H1 -4.63 1.60 -1.06
H2 -5.71 0.73 1.02
H3 -4.29 0.50 3.08
F1 3.29 -1.11 0.37
C8 3.45 -1.58 1.62
F2 2.48 -2.47 1.84
F3 4.60 -2.29 1.61
C9 3.44 -0.35 2.61
O5 2.52 0.52 2.33
C10 4.89 0.27 2.48
F4 5.22 0.50 1.21
F5 5.87 -0.51 2.98
F6 5.01 1.44 3.11
C11 3.33 -0.92 4.08
F7 4.04 -0.20 4.97
F8 2.09 -0.92 4.53
F9 3.80 -2.18 4.20
C12 3.06 6.53 -2.32
O6 2.12 5.89 -1.50
C13 2.59 5.22 -0.39
C14 3.87 5.36 0.11
C15 4.25 4.74 1.29
C16 3.35 3.95 1.98
C17 2.07 3.77 1.47
C18 1.68 4.39 0.29
N2 0.36 4.24 -0.18
C19 0.16 3.49 -1.43
C20 1.44 2.96 -2.01
C21 1.97 3.48 -3.17
C22 3.21 3.08 -3.64
C23 3.93 2.14 -2.91
C24 3.41 1.57 -1.78
C25 2.13 1.94 -1.27
O7 1.65 1.40 -0.22
H4 2.50 6.92 -3.16
H5 3.82 5.83 -2.68
H6 3.56 7.36 -1.81
H7 4.59 5.97 -0.42
H8 5.26 4.87 1.66
H9 3.63 3.45 2.89
H10 1.38 3.11 1.98
H11 -0.19 3.78 0.54
H12 -0.38 4.12 -2.16
H13 1.42 4.23 -3.71
H14 3.62 3.51 -4.54
H15 4.92 1.84 -3.25
H16 3.96 0.83 -1.21
O8 -1.58 -1.18 1.59
C26 -0.91 -1.58 2.57
O9 0.31 -1.39 2.70
C27 -1.63 -2.35 3.66
C28 -2.85 -2.94 3.38
C29 -3.50 -3.72 4.33
C30 -2.93 -3.90 5.57
C31 -1.70 -3.29 5.86
C32 -1.04 -2.51 4.91
N3 -1.14 -3.50 7.15
O10 -1.81 -4.13 7.96
O11 -0.03 -3.06 7.40
H17 -3.29 -2.77 2.40
H18 -4.44 -4.19 4.10
H19 -3.40 -4.50 6.33
H20 -0.10 -2.03 5.12
C33 -5.50 -2.39 -4.04
C34 -4.56 -3.21 -3.21
C35 -5.04 -4.36 -2.61
C36 -4.22 -5.12 -1.79
C37 -2.91 -4.76 -1.61
C38 -2.39 -3.62 -2.23
N4 -1.05 -3.33 -2.01
C39 -0.18 -2.74 -2.92
C40 0.00 -3.27 -4.20
C41 0.96 -2.72 -5.03
C42 1.73 -1.65 -4.63
C43 1.54 -1.10 -3.37
C44 0.60 -1.65 -2.52
C45 0.30 -1.10 -1.14
O12 0.85 -1.64 -0.16
O13 -0.56 -0.20 -1.06
C46 -3.24 -2.81 -3.01
C47 -2.73 -1.49 -3.53
H21 -6.44 -2.92 -4.17
H22 -5.08 -2.18 -5.02
H23 -5.72 -1.43 -3.56
H24 -6.07 -4.66 -2.76
H25 -4.62 -6.01 -1.30
H26 -2.25 -5.35 -0.98
H27 -0.80 -3.14 -1.05
H28 -0.60 -4.10 -4.52
H29 1.12 -3.16 -6.01
H30 2.47 -1.23 -5.29
H31 2.11 -0.23 -3.05
H32 -2.15 -1.62 -4.44
H33 -2.09 -1.01 -2.78
H34 -3.56 -0.82 -3.74

Entry 3:
Entry from OMol25: a molecular structure, C47H35BrClMoN8OP (the ωB97M-V functional and the def2-TZVPD basis).

The net charge is +2. The expectation value of S² is 2.019. The gap between HOMO and LUMO (spin up / spin down) comes out at 0.23565 / 0.20931 Ha. The energy above the lowest of the compared OMol25 structures with the same formula, charge and spin comes out at 0.0 kcal/mol. Its spin multiplicity is 3. Its LUMO energy (spin up / spin down) is -0.2217 / -0.2487 Eh. Its molar mass is 970.1 g mol⁻¹. The total energy is -5768.754960 Eh.

CARTESIAN COORDINATES (ANGSTROEM)
Mo1 -0.79 -0.27 -0.17
C1 -1.69 -0.03 -4.61
C2 -0.94 -1.06 -5.16
C3 -0.06 -1.76 -4.33
C4 0.02 -1.40 -3.00
N1 -0.74 -0.43 -2.46
C5 -1.58 0.23 -3.26
C6 0.97 -2.01 -2.06
C7 1.91 -2.96 -2.44
C8 2.78 -3.46 -1.49
C9 2.72 -2.97 -0.20
C10 1.77 -2.01 0.11
N2 0.90 -1.56 -0.80
C11 1.70 -1.35 1.42
C12 2.56 -1.64 2.46
C13 2.55 -0.84 3.59
C14 1.68 0.24 3.62
C15 0.81 0.43 2.57
N3 0.79 -0.36 1.49
H1 -2.37 0.56 -5.21
H2 -1.02 -1.32 -6.20
H3 0.52 -2.57 -4.73
H4 -2.18 1.00 -2.79
H5 1.96 -3.30 -3.47
H6 3.52 -4.20 -1.77
H7 3.41 -3.32 0.55
H8 3.25 -2.47 2.39
H9 3.21 -1.05 4.42
H10 1.66 0.92 4.46
H11 0.09 1.23 2.58
N4 0.63 2.94 0.57
P1 -0.67 2.34 -0.34
C16 -0.50 3.07 -2.00
C17 -1.15 4.26 -2.34
C18 -0.94 4.83 -3.59
C19 -0.09 4.23 -4.50
C20 0.57 3.05 -4.16
C21 0.37 2.47 -2.92
C22 -2.10 3.11 0.43
C23 -3.31 3.14 -0.27
C24 -4.44 3.67 0.32
C25 -4.38 4.18 1.62
C26 -3.18 4.14 2.32
C27 -2.05 3.60 1.73
C28 1.94 2.53 0.35
C29 3.00 3.18 0.99
C30 4.28 2.71 0.76
C31 4.48 1.63 -0.09
C32 3.36 1.06 -0.68
N5 2.12 1.50 -0.47
H12 0.53 3.87 0.95
H13 -1.80 4.76 -1.64
H14 -1.45 5.75 -3.85
H15 0.07 4.68 -5.47
H16 1.26 2.59 -4.86
H17 0.89 1.57 -2.66
H18 -3.37 2.75 -1.28
H19 -5.37 3.70 -0.22
H20 -5.26 4.60 2.08
H21 -3.13 4.51 3.33
H22 -1.13 3.54 2.31
H23 2.82 4.02 1.64
H24 5.12 3.20 1.24
H25 5.47 1.24 -0.30
H26 3.47 0.22 -1.36
Br1 -1.30 -5.42 -5.45
C33 -2.79 -5.28 -4.29
C34 -3.60 -4.15 -4.35
C35 -4.67 -4.03 -3.47
C36 -4.93 -5.05 -2.57
C37 -4.18 -6.21 -2.58
C38 -3.08 -6.32 -3.42
N6 -6.04 -5.03 -1.65
N7 -6.27 -4.09 -0.88
C39 -5.33 -2.99 -0.77
C40 -5.77 -1.72 -0.98
C41 -4.87 -0.62 -0.98
C42 -3.54 -0.83 -0.74
O1 -2.61 0.13 -0.82
C43 -3.11 -2.13 -0.39
N8 -1.79 -2.26 -0.04
C44 -1.33 -3.43 0.34
C45 -2.15 -4.56 0.42
C46 -3.47 -4.46 0.06
C47 -3.98 -3.23 -0.38
H27 -3.40 -3.38 -5.07
H28 -5.30 -3.15 -3.53
H29 -4.45 -7.02 -1.92
H30 -2.48 -7.22 -3.42
H31 -6.81 -1.56 -1.20
H32 -5.24 0.38 -1.18
H33 -0.29 -3.49 0.63
H34 -1.73 -5.49 0.78
H35 -4.12 -5.32 0.13
Cl1 -1.99 0.09 1.86

Entry 4:
Entry from OMol25: a molecular structure, C47H35BrN5O6S2Ti in a non-equilibrium geometry (the ωB97M-V functional and the def2-TZVPD basis).

The net charge is -1. The gap between HOMO and LUMO comes out at 0.14907 Ha. The energy above the lowest of the compared OMol25 structures with the same formula, charge and spin comes out at 35.4 kcal/mol. Its LUMO energy is 0.0256 Eh. Its molar mass is 957.7 g mol⁻¹. The total energy is -6757.214645 Eh.

CARTESIAN COORDINATES (ANGSTROEM)
Ti1 -0.93 -1.24 0.09
O1 -3.60 4.31 -5.52
C1 -2.81 4.23 -4.42
O2 -2.40 5.24 -3.92
C2 -2.52 2.86 -3.88
C3 -1.66 2.78 -2.79
C4 -1.35 1.55 -2.23
C5 -1.88 0.38 -2.75
C6 -2.74 0.46 -3.84
C7 -3.05 1.69 -4.40
N1 -1.53 -0.84 -2.10
C8 -1.78 -1.95 -2.64
C9 -1.43 -3.22 -1.97
C10 -1.72 -4.43 -2.55
C11 -1.34 -5.59 -1.87
C12 -0.68 -5.49 -0.67
C13 -0.43 -4.23 -0.14
N2 -0.80 -3.13 -0.79
H1 -3.84 3.43 -5.83
H2 -1.25 3.69 -2.38
H3 -0.69 1.48 -1.38
H4 -3.20 -0.42 -4.26
H5 -3.74 1.69 -5.24
H6 -2.23 -2.04 -3.63
H7 -2.23 -4.46 -3.50
H8 -1.54 -6.57 -2.30
H9 -0.35 -6.37 -0.13
H10 0.07 -4.09 0.81
C14 0.54 3.84 2.10
C15 0.65 4.20 0.76
C16 1.00 3.23 -0.16
C17 1.21 1.91 0.25
N3 1.07 1.56 1.54
C18 0.77 2.51 2.42
C19 1.60 0.87 -0.75
C20 2.70 1.23 -1.54
C21 3.20 0.38 -2.52
C22 2.59 -0.85 -2.69
C23 1.49 -1.19 -1.91
C24 0.93 -0.36 -0.92
H11 0.28 4.56 2.86
H12 0.47 5.22 0.45
H13 1.10 3.48 -1.21
H14 0.70 2.19 3.46
H15 3.19 2.18 -1.37
H16 4.06 0.67 -3.11
H17 2.97 -1.56 -3.42
H18 1.09 -2.18 -2.09
O3 -2.73 -1.37 0.03
O4 -2.18 -1.88 1.26
S1 -4.46 3.06 4.20
C25 -3.52 2.11 3.02
C26 -3.67 2.30 1.65
C27 -2.81 1.64 0.80
N4 -1.83 0.84 1.21
C28 -1.74 0.61 2.52
C29 -2.56 1.21 3.46
C30 -3.40 4.50 4.22
C31 -3.44 5.45 3.22
C32 -2.54 6.51 3.26
N5 -1.65 6.68 4.24
C33 -1.64 5.77 5.21
C34 -2.48 4.67 5.25
H19 -4.44 2.96 1.26
H20 -2.90 1.79 -0.27
H21 -0.94 -0.05 2.84
H22 -2.42 1.01 4.51
H23 -4.15 5.37 2.41
H24 -2.54 7.25 2.48
H25 -0.91 5.92 6.00
H26 -2.43 3.95 6.06
S2 2.86 -3.85 0.00
C35 3.26 -4.19 -1.66
C36 4.52 -3.83 -2.20
C37 4.84 -4.05 -3.53
C38 3.93 -4.63 -4.41
C39 2.68 -4.99 -3.91
C40 2.36 -4.77 -2.58
H27 5.24 -3.37 -1.54
H28 5.82 -3.76 -3.90
H29 4.18 -4.80 -5.45
H30 1.94 -5.44 -4.57
H31 1.38 -5.06 -2.21
Br1 6.14 -1.88 5.05
C41 4.41 -1.98 4.27
C42 3.45 -2.78 4.88
C43 2.19 -2.85 4.31
C44 1.90 -2.14 3.15
C45 2.89 -1.36 2.55
C46 4.15 -1.27 3.12
C47 0.53 -2.22 2.55
O5 -0.36 -2.83 3.11
O6 0.43 -1.60 1.40
H32 3.69 -3.33 5.78
H33 1.41 -3.46 4.75
H34 2.65 -0.84 1.63
H35 4.93 -0.68 2.65